# 1
50
Properties=species:S:1:pos:R:3 method="wB97M-V/def2-TZVPD" smiles="O=C(NCCc1ccccc1)c1ccc(OCCOc2ccccc2)cc1" relative_energy_kcal_mol=32.2 total_energy_ha=-1170.72713 largest_force_ev_per_a=0.5 gap_ev=9.4 homo_energy_ev=-8.71 lumo_energy_ev=0.7
O -2.976 -3.020 1.102
C -2.888 -2.084 0.330
N -3.970 -1.380 -0.091
C -5.278 -1.568 0.486
C -5.607 -0.468 1.512
C -5.569 0.881 0.853
C -4.386 1.611 0.805
C -4.331 2.823 0.141
C -5.460 3.324 -0.485
C -6.644 2.607 -0.440
C -6.696 1.392 0.221
C -1.583 -1.633 -0.231
C -0.433 -1.947 0.484
C 0.819 -1.561 0.044
C 0.941 -0.853 -1.148
O 2.112 -0.422 -1.687
C 3.321 -0.714 -1.020
C 4.463 -0.076 -1.830
O 5.053 1.027 -1.190
C 5.872 0.816 -0.117
C 6.182 -0.425 0.427
C 7.039 -0.507 1.513
C 7.589 0.632 2.069
C 7.278 1.871 1.529
C 6.429 1.965 0.447
C -0.209 -0.552 -1.882
C -1.453 -0.933 -1.430
H -3.828 -0.518 -0.593
H -6.023 -1.565 -0.315
H -5.271 -2.545 0.975
H -4.874 -0.515 2.319
H -6.597 -0.663 1.925
H -3.503 1.228 1.299
H -3.405 3.378 0.112
H -5.419 4.271 -1.002
H -7.529 2.995 -0.923
H -7.621 0.835 0.252
H -0.539 -2.504 1.403
H 1.685 -1.818 0.633
H 3.313 -0.286 -0.008
H 3.451 -1.803 -0.946
H 4.034 0.329 -2.750
H 5.222 -0.822 -2.093
H 5.765 -1.333 0.018
H 7.273 -1.478 1.925
H 8.253 0.557 2.916
H 7.702 2.768 1.955
H 6.177 2.919 0.012
H -0.094 -0.017 -2.812
H -2.318 -0.708 -2.037

# 2
53
Properties=species:S:1:pos:R:3 method="wB97M-V/def2-TZVPD" relative_energy_kcal_mol=527.6 total_energy_ha=-1395.69599 largest_force_ev_per_a=18.8 gap_ev=8.2 homo_energy_ev=-8.25 lumo_energy_ev=0.0
C 5.601 -3.101 3.779
H 6.427 -2.381 3.786
O 4.389 -2.350 3.419
C 3.336 -2.946 3.277
C 3.330 -4.323 3.190
C 1.947 -4.844 3.165
C 0.840 -3.955 3.072
C 1.014 -2.773 2.832
C 2.262 -2.236 3.088
C 2.430 -0.596 3.102
H 1.866 -0.366 4.111
H 3.474 -0.570 3.026
O 1.925 0.036 1.945
C 0.450 0.519 2.277
O 0.097 0.516 3.273
C -0.054 1.149 1.184
C -1.177 1.933 1.168
C -1.839 2.377 0.117
C -1.358 2.162 -1.348
C -0.122 1.531 -1.227
C 0.610 0.905 -0.239
H 1.390 0.403 -0.100
H 0.332 1.356 -2.245
O -2.015 2.785 -2.089
C -1.412 2.446 -3.740
C -2.337 3.398 -4.585
C -3.312 4.167 -4.309
O -4.043 4.407 -5.547
N -3.054 4.153 -6.342
C -2.108 3.529 -5.899
C -1.049 2.789 -6.769
H -1.028 3.046 -7.839
H -1.001 1.799 -6.606
H 0.093 3.335 -6.373
C -4.183 4.386 -3.067
H -5.317 4.867 -3.391
H -4.503 3.368 -2.749
H -3.777 5.060 -2.195
H -0.423 3.122 -3.566
H -1.362 1.526 -3.714
H -2.841 3.034 0.160
H -1.832 1.878 2.385
H 0.199 -2.031 2.851
C -0.425 -4.631 2.715
O -0.641 -6.043 2.627
C -1.738 -3.653 2.372
H -2.595 -4.238 2.330
H -1.798 -2.958 3.305
H -1.627 -3.237 1.514
H 1.708 -6.052 3.189
H 3.933 -5.074 3.413
H 5.843 -3.846 2.826
H 5.476 -3.777 4.441

# 3
60
Properties=species:S:1:pos:R:3 method="wB97M-V/def2-TZVPD" relative_energy_kcal_mol=22.1 total_energy_ha=-5670.03465 largest_force_ev_per_a=3.3 s2=0.7541 gap_ev="7.4 / 7.6" homo_energy_ev="-10.84 / -11.07" lumo_energy_ev="-3.5 / -3.5" total_charge=+1 spin_multiplicity=2
Ti 0.336 -0.338 -0.722
N -3.628 -1.689 0.914
C -2.316 -1.288 0.715
S -1.933 -1.079 -0.968
N -1.617 -0.955 1.719
N -0.323 -0.563 1.303
C 0.371 0.027 2.251
C -0.130 0.268 3.640
C -0.422 -0.831 4.457
C -0.805 -0.626 5.750
C -0.775 0.656 6.270
C -0.474 1.739 5.475
C -0.170 1.584 4.087
C 1.768 0.272 1.908
C 2.720 0.484 2.833
C 4.048 0.649 2.485
C 4.288 0.562 1.165
C 3.329 0.090 0.269
N 2.068 -0.077 0.602
H -4.099 -2.259 0.200
H -3.834 -1.813 1.894
H -0.481 -1.806 4.036
H -1.151 -1.434 6.390
H -1.027 0.822 7.324
H -0.644 2.785 5.718
H 0.030 2.487 3.531
H 2.433 0.503 3.833
H 4.830 0.840 3.251
H 5.278 0.653 0.830
H 3.571 -0.071 -0.772
O 0.045 3.201 0.494
C 0.054 2.875 -0.638
N 0.667 1.721 -1.235
S 0.214 1.589 -2.775
O 1.233 1.791 -3.760
O -0.255 0.168 -2.797
C -1.045 2.805 -2.798
C -1.922 3.248 -3.831
C -2.727 4.294 -3.598
C -2.703 4.959 -2.319
C -1.786 4.590 -1.330
C -0.933 3.491 -1.593
H -1.872 2.684 -4.744
H -3.402 4.582 -4.381
H -3.397 5.810 -2.200
H -1.690 5.044 -0.337
C -0.256 -2.562 -4.175
As 0.813 -3.439 -2.835
C 2.358 -4.421 -3.368
C -0.525 -4.489 -1.919
S 1.763 -2.186 -1.441
H 0.251 -2.130 -5.001
H -0.915 -1.828 -3.628
H -0.852 -3.414 -4.654
H 2.308 -5.190 -4.134
H 2.670 -4.989 -2.472
H 3.127 -3.704 -3.515
H -0.897 -5.150 -2.680
H -1.441 -3.925 -1.705
H -0.124 -5.017 -1.018

# 4
62
Properties=species:S:1:pos:R:3 method="wB97M-V/def2-TZVPD" total_energy_ha=-9452.91787 largest_force_ev_per_a=18.8 gap_ev=4.8 homo_energy_ev=-7.18 lumo_energy_ev=-2.4
C -4.978 -0.118 -0.021
C -5.807 1.024 -0.037
C -5.903 1.917 1.045
C -5.211 1.559 2.243
C -4.445 0.346 2.268
C -4.306 -0.423 1.174
N -5.474 2.308 3.456
O -4.943 1.996 4.493
O -6.211 3.283 3.463
H -4.942 -0.820 -0.840
H -6.363 1.167 -0.952
H -6.450 2.842 0.938
H -3.897 0.264 3.194
H -3.562 -1.196 1.055
C -1.943 0.703 -0.864
C -0.582 0.817 -1.042
C 0.222 -0.296 -1.227
C -0.285 -1.634 -1.069
C -1.709 -1.706 -0.862
C -2.552 -0.557 -0.814
N 0.459 -2.905 -1.355
O -0.096 -3.993 -1.299
O 1.678 -2.820 -1.533
H -2.428 1.667 -0.812
H -0.127 1.795 -0.996
H 1.268 -0.060 -1.356
H -2.255 -2.638 -0.870
H -3.617 -0.713 -0.736
C 2.005 -3.657 -2.557
C 2.853 -3.956 -1.571
C 4.037 -4.535 -1.988
C 4.351 -4.550 -3.404
C 3.348 -4.307 -4.346
C 2.148 -3.897 -3.896
N 5.583 -5.224 -3.881
O 5.632 -5.503 -5.124
O 6.583 -5.449 -3.177
H 0.996 -3.333 -2.350
H 2.458 -3.691 -0.601
H 4.825 -4.764 -1.286
H 3.502 -4.361 -5.413
H 1.327 -3.514 -4.483
C 1.157 1.570 0.580
C 1.451 1.185 1.990
O 2.674 1.642 2.479
C 2.981 2.880 2.636
O 2.145 3.772 2.515
O 4.161 3.079 3.260
C 4.626 4.378 3.763
H 0.213 1.066 0.373
H 1.830 1.248 -0.215
H 0.959 2.601 0.287
H 1.353 0.112 2.158
H 0.672 1.606 2.625
H 4.146 5.264 3.348
H 5.691 4.493 3.559
H 4.501 4.368 4.846
C -0.859 4.041 0.645
Br -1.662 2.245 0.193
Br 0.550 4.392 -0.624
Br -0.142 4.214 2.586
H -1.639 4.771 0.429

# 5
53
Properties=species:S:1:pos:R:3 method="wB97M-V/def2-TZVPD" smiles="O=C(COc1ccc2ccc(=O)oc2c1)NC1CCN(Cc2ccccc2)CC1" relative_energy_kcal_mol=28.8 total_energy_ha=-1301.34939 largest_force_ev_per_a=1.0 gap_ev=8.7 homo_energy_ev=-8.70 lumo_energy_ev=0.0
O -1.828 2.293 -2.857
C -1.172 1.279 -2.961
C -0.522 0.864 -4.290
O 0.672 0.127 -4.128
C 1.760 0.753 -3.608
C 1.776 2.080 -3.161
C 2.935 2.615 -2.649
C 4.107 1.859 -2.560
C 5.345 2.357 -2.044
C 6.426 1.556 -1.999
C 6.375 0.177 -2.461
O 7.298 -0.596 -2.446
O 5.171 -0.267 -2.949
C 4.079 0.525 -3.007
C 2.913 -0.019 -3.524
N -0.939 0.409 -1.966
C -1.384 0.609 -0.604
C -2.280 -0.538 -0.140
C -2.686 -0.316 1.313
N -1.505 -0.248 2.154
C -1.853 -0.236 3.565
C -2.471 -1.543 3.982
C -3.622 -1.581 4.756
C -4.170 -2.792 5.142
C -3.576 -3.979 4.751
C -2.429 -3.950 3.975
C -1.879 -2.739 3.596
C -0.681 0.884 1.780
C -0.190 0.719 0.345
H -0.369 1.757 -4.906
H -1.205 0.192 -4.818
H 0.889 2.690 -3.207
H 2.948 3.638 -2.306
H 5.387 3.380 -1.700
H 7.380 1.886 -1.622
H 2.903 -1.040 -3.869
H -0.380 -0.410 -2.156
H -1.949 1.547 -0.606
H -3.169 -0.600 -0.768
H -1.731 -1.479 -0.215
H -3.301 -1.151 1.656
H -3.287 0.609 1.389
H -0.926 -0.090 4.132
H -2.533 0.598 3.813
H -4.093 -0.656 5.061
H -5.066 -2.809 5.746
H -4.005 -4.924 5.049
H -1.962 -4.874 3.667
H -0.987 -2.705 2.988
H 0.178 0.925 2.456
H -1.233 1.838 1.870
H 0.439 1.566 0.065
H 0.407 -0.193 0.277

# 6
58
Properties=species:S:1:pos:R:3 method="wB97M-V/def2-TZVPD" smiles="COc1ccccc1NS(=O)(=O)c1ccc(C)c(NS(=O)(=O)c2cc(C(=O)O)cc(C)c2C)c1" relative_energy_kcal_mol=2.7 total_energy_ha=-2323.43444 largest_force_ev_per_a=1.2 gap_ev=8.5 homo_energy_ev=-8.58 lumo_energy_ev=-0.1
C -2.634 -3.777 0.927
O -1.588 -2.917 1.316
C -1.829 -2.018 2.327
C -3.040 -1.867 2.979
C -3.170 -0.946 4.010
C -2.086 -0.188 4.405
C -0.869 -0.324 3.755
C -0.733 -1.217 2.703
N 0.467 -1.366 2.018
S 1.790 -0.361 1.991
O 2.116 0.041 3.323
O 2.765 -1.089 1.228
C 1.308 1.073 1.034
C 0.205 1.846 1.340
C -0.069 2.956 0.557
C 0.709 3.289 -0.547
C 0.417 4.510 -1.352
C 1.793 2.461 -0.867
N 2.520 2.669 -2.056
S 1.792 2.018 -3.454
O 0.821 2.942 -3.950
O 2.881 1.676 -4.320
C 0.922 0.604 -2.753
C -0.351 0.919 -2.323
C -1.054 0.019 -1.531
C -2.356 0.431 -0.967
O -2.806 1.546 -1.031
O -3.002 -0.558 -0.328
C -0.470 -1.204 -1.217
C 0.805 -1.525 -1.653
C 1.429 -2.817 -1.234
C 1.535 -0.598 -2.418
C 2.935 -0.921 -2.821
C 2.102 1.379 -0.050
H -2.211 -4.430 0.164
H -3.470 -3.217 0.499
H -2.985 -4.385 1.765
H -3.893 -2.463 2.696
H -4.122 -0.840 4.507
H -2.179 0.511 5.221
H -0.006 0.238 4.070
H 0.454 -2.045 1.276
H -0.422 1.593 2.178
H -0.917 3.576 0.801
H -0.462 5.022 -0.971
H 1.271 5.184 -1.315
H 0.261 4.253 -2.397
H 3.457 2.293 -2.008
H -0.790 1.865 -2.594
H -3.827 -0.213 0.048
H -1.019 -1.900 -0.603
H 2.224 -2.615 -0.515
H 1.867 -3.340 -2.082
H 0.693 -3.466 -0.768
H 3.542 -1.099 -1.932
H 3.370 -0.125 -3.415
H 2.952 -1.837 -3.411
H 2.957 0.753 -0.253